(1)
{"formula": "C26H29BrIN3PdS2Te", "method": "ωB97M-V with the def2-TZVPD basis set", "elements": ["Pd", "C", "N", "C", "C", "S", "N", "C", "C", "H", "H", "H", "H", "H", "H", "H", "H", "H", "H", "H", "H", "Br", "C", "C", "C", "C", "C", "C", "I", "H", "H", "H", "H", "Te", "C", "C", "C", "C", "C", "C", "C", "C", "C", "C", "C", "C", "H", "H", "H", "H", "H", "H", "H", "H", "H", "H", "S", "C", "C", "N", "C", "H", "H", "H"], "xyz": [[0.43528, 0.19602, -0.09352], [-0.38299, -5.01413, -3.46802], [0.05300, -3.83072, -2.68424], [1.11434, -3.04445, -3.33944], [-0.58422, -3.40025, -1.60721], [-0.67446, -1.62473, -1.45255], [-1.21914, -4.15444, -0.73830], [-1.01555, -5.61763, -0.63031], [-2.13780, -3.59914, 0.26376], [-0.32786, -4.73434, -4.51782], [-1.41130, -5.26689, -3.23567], [0.27077, -5.86602, -3.29599], [1.90415, -3.73248, -3.63475], [1.53484, -2.31422, -2.64905], [0.72906, -2.54859, -4.23011], [-0.02207, -5.88274, -0.97667], [-1.77413, -6.16631, -1.18252], [-1.09822, -5.87313, 0.42366], [-2.40475, -2.56974, 0.02811], [-1.67943, -3.65815, 1.25112], [-3.05450, -4.18678, 0.26802], [0.57164, -1.76736, 5.96089], [1.52691, -0.32410, 5.47806], [2.17795, 0.39554, 6.53118], [2.95010, 1.47884, 6.23505], [3.09677, 1.87086, 4.89051], [2.45144, 1.18087, 3.83155], [1.66656, 0.10090, 4.10050], [0.75082, -0.95574, 2.54708], [2.05122, 0.05716, 7.55178], [3.45278, 2.02784, 7.02064], [3.72565, 2.72086, 4.65376], [2.60769, 1.51241, 2.81438], [0.37058, 3.04705, -0.65659], [-0.72809, 4.39487, -1.72697], [-1.94837, 4.09159, -2.37320], [-2.60110, 5.09487, -3.03825], [-2.06028, 6.39842, -3.06354], [-0.84863, 6.69637, -2.42757], [-0.16442, 5.69948, -1.77903], [-1.20424, 1.90362, 0.23289], [-2.12119, 1.14783, -0.51049], [-3.25025, 0.62553, 0.11993], [-3.46865, 0.87107, 1.46493], [-2.55815, 1.62790, 2.20478], [-1.42818, 2.14311, 1.60024], [-2.35398, 3.09167, -2.37956], [-3.52974, 4.88976, -3.55382], [-2.58532, 7.17993, -3.59894], [-0.45264, 7.70229, -2.45136], [0.78429, 5.91894, -1.30418], [-1.99437, 1.00683, -1.57622], [-3.97300, 0.06422, -0.45890], [-4.36497, 0.49442, 1.94150], [-2.75036, 1.83721, 3.24945], [-0.74738, 2.76594, 2.16889], [4.60962, 0.08411, -2.05201], [4.54725, -1.05467, -0.78819], [3.30023, -1.10205, -0.26127], [2.39875, -0.24182, -0.85767], [2.98159, 0.44579, -1.81971], [5.41552, -1.62778, -0.50099], [2.97922, -1.76030, 0.52953], [2.46173, 1.15459, -2.44759]], "mulliken_spin": [0.8240, -0.0015, 0.0548, -0.0029, -0.0639, 0.9460, -0.0055, 0.0010, 0.0292, -0.0006, 0.0009, 0.0029, 0.0029, -0.0041, 0.0059, -0.0001, -0.0001, 0.0004, -0.0088, -0.0017, 0.0050, 0.2699, 0.2269, 0.0590, 0.0341, 0.2099, 0.0511, 0.1002, 0.0564, -0.0013, 0.0054, 0.0016, 0.0266, 0.5474, 0.2033, 0.0082, 0.0303, 0.1773, 0.0012, 0.0538, 0.0899, -0.0328, 0.0106, -0.0012, 0.0131, -0.0399, -0.0047, 0.0027, 0.0016, 0.0024, -0.0064, -0.0039, 0.0007, -0.0002, 0.0000, -0.0123, 0.0079, 0.0025, -0.0094, 0.1311, -0.0045, 0.0004, 0.0017, 0.0054], "s_squared": 6.046, "e_tot_ev": -142446.1058, "charge": 4, "de_lowest_kcal_mol": 10.9, "spin_multiplicity": 5, "gap_ev": [8.52, 5.03]}

=====

(2)
{"formula": "C18H33Cl9O11", "method": "ωB97M-V with the def2-TZVPD basis set", "elements": ["C", "O", "C", "O", "O", "C", "H", "H", "H", "H", "H", "H", "C", "O", "C", "O", "O", "C", "H", "H", "H", "H", "H", "H", "C", "O", "C", "O", "O", "C", "H", "H", "H", "H", "H", "H", "Cl", "C", "Cl", "Cl", "H", "Cl", "C", "Cl", "Cl", "H", "Cl", "C", "Cl", "Cl", "H", "C", "C", "C", "O", "H", "H", "H", "H", "H", "H", "C", "C", "C", "O", "H", "H", "H", "H", "H", "H"], "xyz": [[2.46315, -5.36750, 2.18733], [2.21969, -4.91608, 3.48713], [1.02983, -4.11269, 3.65413], [0.29852, -3.65517, 2.79964], [0.75400, -3.96938, 4.97409], [1.53846, -4.58309, 6.00714], [3.05578, -4.61432, 1.66811], [1.60516, -5.58446, 1.55104], [3.06994, -6.26089, 2.33483], [1.72587, -5.63737, 5.80349], [0.93182, -4.66175, 6.90930], [2.39777, -3.96032, 6.25581], [-3.39662, 4.60165, 6.46463], [-4.39690, 3.90788, 5.72986], [-4.22114, 3.66621, 4.50573], [-3.21515, 3.92297, 3.80327], [-5.28396, 2.98789, 4.09945], [-5.50610, 2.59616, 2.76545], [-2.66826, 5.22847, 5.95014], [-2.83786, 3.98865, 7.17182], [-3.89042, 5.35017, 7.08429], [-6.32485, 1.87821, 2.71761], [-4.60864, 2.05378, 2.46799], [-5.75795, 3.42989, 2.11003], [-0.07343, -1.62043, -8.21295], [-1.02307, -2.36669, -9.00268], [-2.17404, -1.79690, -9.28090], [-2.65415, -0.76907, -8.77318], [-2.76168, -2.59596, -10.16126], [-4.06897, -2.41661, -10.61708], [0.43477, -0.93188, -8.88803], [0.62596, -2.24868, -7.66135], [-0.62486, -1.04055, -7.47285], [-4.65625, -2.06617, -9.76833], [-4.39180, -3.30455, -11.16062], [-4.09652, -1.56911, -11.30198], [1.94210, 1.13248, -2.25104], [1.76817, 0.38448, -0.64921], [1.07751, 1.57227, 0.45561], [3.38151, -0.15080, -0.05043], [1.05714, -0.43310, -0.76792], [9.98162, 1.54371, 1.95431], [9.66553, -0.17659, 2.36683], [10.13309, -0.46395, 4.07401], [10.58701, -1.25947, 1.29387], [8.61206, -0.37343, 2.16795], [3.66311, 1.09697, 6.26097], [1.98825, 1.60980, 6.34913], [1.91846, 3.36287, 6.38844], [1.10392, 0.84273, 7.67368], [1.56592, 1.40193, 5.36601], [-1.45433, -6.76438, -3.05049], [-2.00288, -5.64825, -3.83476], [-1.83092, -4.23912, -3.28888], [-2.39857, -5.82633, -4.99094], [-0.36705, -6.71572, -3.11014], [-1.87683, -7.63867, -3.54566], [-1.69821, -6.72262, -1.98895], [-0.79634, -3.91339, -3.39683], [-2.08569, -4.24192, -2.22908], [-2.45267, -3.55896, -3.87104], [0.00734, 7.73548, -0.84267], [0.19209, 8.68866, 0.25745], [1.15749, 8.27257, 1.29572], [-0.43817, 9.72292, 0.38395], [-0.90629, 7.96827, -1.38967], [-0.27097, 6.77250, -0.41452], [0.87832, 7.74260, -1.49800], [2.11506, 8.04250, 0.82858], [0.85488, 7.49709, 1.99939], [1.41020, 9.17461, 1.85300]], "lowdin_charge": [-0.0883, -0.0689, -0.4780, 0.1266, -0.0112, -0.0436, 0.0923, 0.0944, 0.0951, 0.0942, 0.0900, 0.0986, -0.0272, 0.0585, -0.6312, 0.0710, -0.0018, -0.0428, 0.0971, 0.0968, 0.0921, 0.0925, 0.0965, 0.0996, -0.0184, 0.0083, -0.5911, 0.0845, -0.0059, -0.0487, 0.0983, 0.0928, 0.0880, 0.0979, 0.1000, 0.0943, 0.4995, -1.5141, 0.5139, 0.4812, 0.0181, 0.4869, -1.4927, 0.4925, 0.4990, 0.0143, 0.5225, -1.5834, 0.5220, 0.5278, 0.0096, -0.0342, -0.4999, -0.0237, 0.0459, 0.0958, 0.0902, 0.0837, 0.0842, 0.0764, 0.0820, -0.0315, -0.5367, -0.0361, 0.0710, 0.0857, 0.0916, 0.0954, 0.0845, 0.0932, 0.0833], "e_tot_ev": -154422.6688, "charge": 0, "spin_multiplicity": 1, "gap_ev": 9.57}

=====

(3)
{"formula": "C4H4Li2LuO2", "method": "ωB97M-V with the def2-TZVPD basis set", "elements": ["O", "C", "C", "Li", "Li", "H", "C", "C", "O", "H", "H", "H", "Lu"], "xyz": [[1.46673, -2.30734, 1.26361], [0.94555, -1.66040, 0.33264], [0.48358, -0.60674, -0.23456], [0.61567, -3.79162, 2.07803], [2.51913, -0.98924, 2.19373], [-0.11488, -1.64904, -0.79300], [-1.11513, 2.00340, -1.10762], [-1.38418, 1.03907, -0.13006], [0.06085, 2.21137, -1.59946], [-1.84933, 2.80833, -1.27081], [-2.39048, 0.60622, -0.15796], [-1.02065, 1.35142, 0.86020], [1.78314, 0.98458, -1.43474]], "lowdin_charge": [-0.1833, -0.4237, -0.2071, 0.9156, 0.8555, 0.2339, -0.1633, 0.0668, -0.2597, 0.1798, 0.1227, 0.1239, 1.7390], "e_tot_ev": -42304.3334, "charge": 3, "spin_multiplicity": 1, "gap_ev": [7.88, 5.75]}

=====

(4)
{"formula": "C24H18N4O2RhS", "method": "ωB97M-V with the def2-TZVPD basis set", "elements": ["Rh", "C", "C", "C", "C", "C", "C", "N", "C", "C", "C", "C", "C", "C", "N", "N", "C", "C", "C", "C", "C", "N", "H", "H", "H", "H", "H", "H", "H", "H", "H", "H", "H", "H", "H", "O", "C", "O", "C", "C", "C", "C", "S", "C", "C", "H", "H", "H", "H", "H"], "xyz": [[-0.24938, -0.40982, -0.95060], [-3.89442, 3.51667, -1.50594], [-2.92984, 3.88376, -2.43656], [-1.70216, 3.24279, -2.48433], [-1.42111, 2.22443, -1.57548], [-2.40211, 1.84330, -0.66007], [-3.63211, 2.47947, -0.62421], [-0.22475, 1.48499, -1.54487], [0.95787, 1.79084, -2.12363], [1.44974, 3.09459, -2.39590], [2.68058, 3.24409, -2.96730], [3.50574, 2.13266, -3.29746], [3.08958, 0.86831, -3.02056], [1.82168, 0.69720, -2.42371], [1.29614, -0.52792, -2.07825], [1.86107, -1.63529, -2.31190], [1.13082, -2.71933, -1.76553], [1.57267, -4.00622, -2.00610], [0.81847, -5.06624, -1.52823], [-0.34193, -4.81195, -0.81333], [-0.70284, -3.49611, -0.58306], [0.01408, -2.47095, -1.04751], [-4.84575, 4.02954, -1.47501], [-3.14272, 4.66976, -3.14906], [-0.99523, 3.49596, -3.26168], [-2.18362, 1.06205, 0.06660], [-4.37828, 2.17490, 0.09714], [0.87410, 3.95883, -2.09907], [3.04655, 4.24440, -3.16087], [4.47828, 2.29672, -3.73954], [3.70380, 0.00285, -3.22637], [2.48623, -4.14637, -2.56563], [1.13376, -6.08402, -1.71476], [-0.95616, -5.61226, -0.42760], [-1.58216, -3.24363, -0.00597], [-0.25368, -0.99697, 7.39014], [-0.89859, -1.44114, 6.29203], [-1.87792, -2.12019, 6.39989], [-0.34778, -1.03497, 4.95406], [0.97894, -0.68124, 4.74274], [1.43738, -0.37702, 3.47076], [0.54978, -0.39838, 2.39563], [1.17645, 0.04898, 0.83119], [-0.78365, -0.75824, 2.60984], [-1.22322, -1.08756, 3.87480], [0.45518, -0.38876, 7.15528], [1.69190, -0.67534, 5.55910], [2.47712, -0.12546, 3.30402], [-1.47176, -0.78418, 1.77132], [-2.24676, -1.38759, 4.05553]], "lowdin_charge": [0.9427, -0.0728, -0.0605, -0.0262, -0.2659, -0.0523, -0.0682, -0.0798, -0.2289, -0.0047, -0.0302, -0.0545, -0.0005, -0.2057, -0.1341, 0.1537, -0.2916, 0.0245, -0.0157, -0.0224, -0.0847, -0.0388, 0.1104, 0.1135, 0.1095, 0.0793, 0.1123, 0.1193, 0.1197, 0.1143, 0.1188, 0.1284, 0.1256, 0.1215, 0.1221, 0.1320, -0.4767, 0.1353, -0.1288, -0.0125, -0.1019, -0.6391, 0.7863, -0.1073, -0.0022, 0.0984, 0.1224, 0.1092, 0.0776, 0.1290], "e_tot_ev": -49071.7378, "charge": 1, "de_lowest_kcal_mol": 15.3, "spin_multiplicity": 1, "gap_ev": [4.99, 4.90]}